(1)
This record from the OMol25 dataset describes a 2-piece molecular cluster, C6H10 overall. The level of theory is ωB97M-V with the def2-TZVPD basis set.

Element x y z (Å)
C -1.497 -0.239 -0.182
C -1.137 0.923 0.362
C 0.314 1.160 0.139
C 1.478 0.101 0.428
C 0.795 0.173 -0.888
C -0.397 -0.790 -1.071
H -2.428 -0.771 0.006
H -1.772 1.563 0.972
H 0.689 2.182 0.176
H 2.391 0.661 0.586
H 1.582 -0.888 0.883
H 1.355 0.460 -1.768
H -0.749 -0.733 -2.106
H -0.148 -1.839 -0.867
H 0.107 -0.866 1.732
H -0.583 -1.096 1.598

Computed properties:
molar mass: 82.146 g/mol
SMILES: C1=C[C@H]2C[C@H]2C1.[H][H]
frontier orbital gap: 9.9 eV
E_HOMO: -8.61 eV
energy: -234.490548 Eh

(2)
This record from the OMol25 dataset describes the molecule C6H10. The level of theory is ωB97M-V with the def2-TZVPD basis set.

Element x y z (Å)
C -0.622 -1.655 0.012
C -1.225 -0.305 -0.441
C 0.128 0.319 -0.106
C 0.786 -1.056 -0.226
C 0.387 1.238 1.046
C 0.639 1.694 -0.372
H -0.900 -2.557 -0.540
H -0.800 -1.817 1.080
H -1.399 -0.297 -1.524
H -2.118 0.071 0.068
H 1.141 -1.258 -1.244
H 1.578 -1.304 0.489
H -0.455 1.665 1.586
H 1.255 1.023 1.665
H 1.667 1.826 -0.699
H -0.062 2.412 -0.793

Computed properties:
molar mass: 82.146 g/mol
SMILES: C1CC2(C1)CC2
frontier orbital gap: 11.1 eV
E_HOMO: -9.86 eV
energy: -234.554664 Eh

(3)
This record from the OMol25 dataset describes the molecule C6H10. The level of theory is ωB97M-V with the def2-TZVPD basis set.

Element x y z (Å)
C 2.146 0.002 0.251
C 0.735 0.062 -0.231
C -0.001 1.133 -0.540
C -1.480 0.793 -0.472
C -1.424 -0.425 0.468
C -0.178 -1.140 -0.060
H 2.690 0.935 0.087
H 2.079 -0.158 1.336
H 2.716 -0.839 -0.157
H 0.379 2.140 -0.693
H -2.096 1.617 -0.098
H -1.890 0.496 -1.450
H -1.177 -0.063 1.476
H -2.334 -1.029 0.526
H -0.397 -1.607 -1.035
H 0.231 -1.918 0.593

Computed properties:
molar mass: 82.146 g/mol
SMILES: CC1=CCCC1
frontier orbital gap: 9.9 eV
E_HOMO: -8.69 eV
energy: -234.591174 Eh

(4)
This record from the OMol25 dataset describes a 2-piece molecular cluster, C6H10 overall. The level of theory is ωB97M-V with the def2-TZVPD basis set.

Element x y z (Å)
C 2.234 -0.322 0.089
C 0.808 -0.046 -0.373
C -0.323 -0.747 0.447
C -3.060 0.272 -0.617
C -0.804 0.657 0.780
C 0.186 1.252 0.100
H 2.325 -0.161 1.169
H 2.947 0.346 -0.408
H 2.522 -1.357 -0.129
H 0.715 -0.208 -1.456
H -0.993 -1.396 -0.129
H 0.048 -1.311 1.312
H -3.019 -0.842 -0.653
H -2.490 0.543 -1.534
H -1.599 1.032 1.420
H 0.504 2.287 -0.017

Computed properties:
molar mass: 82.146 g/mol
frontier orbital gap (alpha / beta): 8.3 / 8.5 eV
E_HOMO (alpha / beta): -9.04 / -9.22 eV
energy: -234.383087 Eh